Entry 1:
The following is a quantum chemistry calculation of a cluster of 2 separate species, C2H9N2 in total at a distorted geometry, from the OMol25 dataset.

Values from the calculation:
E_HOMO (spin up / spin down): -0.1313 / -0.2728 hartree
expectation value of S²: 0.75
Kohn-Sham gap (spin up / spin down): 4.161 / 7.874 eV
F_max: 0.026 Eh/bohr
multiplicity: 2
charge: 0

Each line ends with the Löwdin charge.
CARTESIAN COORDINATES (ANGSTROEM)
N (0.07, 0.03, -0.98)  0.03
N (0.31, 2.05, 1.05)  0.01
C (-0.28, -2.37, -0.37)  -0.14
C (-0.34, -1.02, -0.02)  -0.38
H (-0.66, -0.69, 0.95)  0.04
H (0.29, 0.86, -0.36)  0.08
H (0.97, -0.16, -1.42)  0.13
H (0.46, 1.72, 1.99)  0.04
H (-0.63, 2.41, 0.90)  0.05
H (-0.91, -3.04, 0.19)  0.00
H (0.45, -2.70, -1.10)  -0.01
H (-0.63, 0.03, -1.76)  0.11
H (0.91, 2.87, 0.94)  0.04

Entry 2:
The following is a quantum chemistry calculation of the ion C2H9N2 with charge +1 at a distorted geometry, from the OMol25 dataset.

Values from the calculation:
E_HOMO: -0.5058 hartree
Kohn-Sham gap: 9.868 eV
F_max: 0.052 Eh/bohr
SMILES: NCC[NH3+]
charge: +1

Each line ends with the Löwdin charge.
CARTESIAN COORDINATES (ANGSTROEM)
N (0.17, -1.97, 0.01)  0.02
N (-0.25, 1.73, 0.24)  0.18
C (-0.37, 0.22, 0.44)  -0.18
C (0.40, -0.58, -0.54)  -0.25
H (-0.42, 1.89, -0.77)  0.18
H (1.06, -2.25, 0.38)  0.08
H (0.09, -0.52, -1.59)  0.13
H (-0.32, -2.47, -0.72)  0.08
H (-0.97, 2.27, 0.73)  0.17
H (0.70, 2.02, 0.46)  0.17
H (-0.10, 0.02, 1.53)  0.16
H (1.47, -0.39, -0.49)  0.12
H (-1.45, 0.03, 0.32)  0.14